[1]
This record from the Open Molecules 2025 dataset describes a structure of composition C9H7N2O2. The level of theory is the ωB97M-V functional and the def2-TZVPD basis.

Output
calculated total energy	-607.08118	Eh
HOMO level	-0.1675	Eh
energy above the lowest of the compared OMol25 structures with the same formula, charge and spin	269.5	kJ/mol
lowest unoccupied orbital energy	3.7	eV
molar mass	175.2	g/mol
gap between HOMO and LUMO	8.226	eV

```
! wB97M-V def2-TZVPD RIJCOSX def2/J DEFGRID3
* xyz -1 1
C -3.76 0.34 -0.12
C -2.78 -0.67 -0.14
C -3.10 1.54 -0.05
C -1.57 -0.04 -0.07
C 2.55 -1.46 0.36
C 1.23 -1.49 0.75
C 2.61 -0.59 -0.78
C 3.05 0.99 0.19
C 0.60 -0.77 -0.26
N 1.33 -0.28 -1.20
N -1.76 1.29 -0.03
O 4.17 1.27 -0.11
O 2.13 1.34 0.85
H -4.82 0.20 -0.17
H -2.95 -1.73 -0.19
H -3.49 2.54 0.00
H 3.40 -1.88 0.88
H 0.78 -1.97 1.60
H 3.40 -0.61 -1.52
H -1.01 1.96 0.02
*
```

[2]
This record from the Open Molecules 2025 dataset describes a structure of composition C14H27ClIN2O2P2Ru. The level of theory is the ωB97M-V functional and the def2-TZVPD basis.

Output
calculated total energy	-2343.78094	Eh
HOMO level (alpha / beta)	-0.6638 / -0.6609	Eh
⟨S²⟩	6.05
energy above the lowest of the compared OMol25 structures with the same formula, charge and spin	418.1	kJ/mol
lowest unoccupied orbital energy (alpha / beta)	-11.0 / -13.6	eV
molar mass	580.8	g/mol
gap between HOMO and LUMO (alpha / beta)	7.030 / 4.411	eV

```
! wB97M-V def2-TZVPD RIJCOSX def2/J DEFGRID3
* xyz 3 5
C -1.89 -2.09 0.30
C -0.38 -1.62 0.61
H -2.56 -2.13 1.23
H -2.03 -3.06 -0.37
H -2.37 -1.26 -0.27
O -0.08 -1.74 1.83
I 1.93 -0.15 -1.92
Ru -0.51 1.05 0.37
P -1.91 2.21 -0.62
C -1.86 3.71 0.32
C -1.47 2.58 -2.32
H -2.11 3.45 -2.62
H -4.29 2.20 -0.53
H -1.69 1.66 -2.92
H -3.64 0.71 -1.34
H -0.83 4.07 0.40
H -0.38 2.80 -2.46
C -3.54 1.40 -0.50
H -2.48 4.43 -0.20
H -3.57 0.82 0.45
H -2.24 3.52 1.33
P 1.78 -1.65 0.10
C 2.58 -1.18 1.70
C 1.31 -3.44 0.36
H 2.71 -2.91 -1.91
H 3.48 -3.50 -0.41
H 3.99 -1.93 -1.22
C 3.14 -2.57 -0.94
H 0.68 -3.68 -0.50
H 2.26 -3.99 0.30
H 3.16 -2.07 1.96
H 1.79 -1.03 2.45
H 0.82 -3.62 1.32
H 3.19 -0.28 1.64
Cl -1.18 -0.23 -1.80
N 4.11 3.50 4.54
C 3.71 2.67 3.40
O 4.51 1.89 2.82
C 2.20 2.60 3.20
C 1.39 2.54 4.35
C 0.08 2.11 4.33
C -0.39 1.59 3.11
N 0.40 1.66 2.01
C 1.68 2.11 1.96
H 5.09 3.75 4.38
H 3.53 4.43 4.57
H 1.87 2.86 5.31
H -0.56 2.08 5.22
H -1.34 1.09 3.03
H 2.12 2.05 0.93
*
```

[3]
This record from the Open Molecules 2025 dataset describes the molecule C4H8. The level of theory is the ωB97M-V functional and the def2-TZVPD basis.

Output
calculated total energy	-157.14304	Eh
HOMO level	-0.3442	Eh
SMILES	C=CCC
energy above the lowest of the compared OMol25 structures with the same formula, charge and spin	107.4	kJ/mol
lowest unoccupied orbital energy	1.2	eV
molar mass	56.1	g/mol
gap between HOMO and LUMO	10.598	eV

```
! wB97M-V def2-TZVPD RIJCOSX def2/J DEFGRID3
* xyz 0 1
C 1.87 -0.43 -0.07
C 0.95 0.61 -0.28
C -0.38 0.38 0.46
C -1.55 -0.31 -0.37
H 1.66 -1.29 0.71
H 2.87 -0.30 -0.48
H 0.98 1.51 -0.92
H -0.77 1.38 0.95
H -0.21 -0.20 1.41
H -1.28 -1.33 -0.62
H -1.79 0.39 -1.17
H -2.35 -0.41 0.39
*
```

[4]
This record from the Open Molecules 2025 dataset describes the molecule C3H5NO2. The level of theory is the ωB97M-V functional and the def2-TZVPD basis.

Output
calculated total energy	-322.52523	Eh
HOMO level	-0.3802	Eh
SMILES	[H]/N=C1/COCO1
energy above the lowest of the compared OMol25 structures with the same formula, charge and spin	128.9	kJ/mol
lowest unoccupied orbital energy	0.9	eV
molar mass	87.1	g/mol
gap between HOMO and LUMO	11.226	eV

```
! wB97M-V def2-TZVPD RIJCOSX def2/J DEFGRID3
* xyz 0 1
H 2.55 -0.51 -0.88
N 1.85 -1.07 -0.39
C 0.79 -0.41 -0.22
C -0.46 -0.89 0.47
O -1.43 0.08 0.12
C -0.71 1.25 -0.12
O 0.56 0.87 -0.63
H -0.78 -1.87 0.11
H -0.31 -0.94 1.56
H -1.23 1.85 -0.87
H -0.55 1.83 0.81
*
```

[5]
This record from the Open Molecules 2025 dataset describes a structure of composition C14H22Cl3O12P3Ru. The level of theory is the ωB97M-V functional and the def2-TZVPD basis.

Output
calculated total energy	-3949.63561	Eh
HOMO level (alpha / beta)	-0.1978 / -0.1946	Eh
⟨S²⟩	0.76
energy above the lowest of the compared OMol25 structures with the same formula, charge and spin	0.0	kJ/mol
lowest unoccupied orbital energy (alpha / beta)	2.4 / 2.2	eV
molar mass	682.7	g/mol
gap between HOMO and LUMO (alpha / beta)	7.762 / 7.454	eV

```
! wB97M-V def2-TZVPD RIJCOSX def2/J DEFGRID3
* xyz -1 2
Ru -0.86 1.13 -0.33
Cl 3.04 7.02 -1.11
C 1.81 5.78 -1.18
C 2.16 4.46 -1.04
C 1.17 3.50 -1.10
Cl 1.65 1.81 -0.98
C -0.19 3.78 -1.29
O -1.14 2.89 -1.36
C -0.48 5.16 -1.42
Cl -2.14 5.61 -1.64
C 0.48 6.14 -1.37
H 3.20 4.17 -0.89
H 0.20 7.18 -1.47
O -4.59 2.33 0.11
P -3.85 0.92 0.22
O -4.82 -0.17 0.25
O -2.73 0.87 -0.86
O -3.00 1.00 1.59
P -2.09 2.16 2.26
O -2.98 3.50 2.12
O -1.82 1.83 3.66
O -0.98 2.41 1.23
H -3.97 3.07 0.22
H -3.49 3.64 2.93
C 2.52 -3.04 1.38
C 2.73 -1.63 0.85
C 4.09 -1.49 0.20
C 2.54 -0.59 1.94
O 1.80 -1.38 -0.26
P 0.23 -1.26 -0.21
O -0.24 -0.30 0.90
O -0.27 -0.72 -1.51
O -0.31 -2.70 0.16
C -0.99 -3.63 -0.75
C -0.15 -3.83 -2.00
C -2.37 -3.07 -1.06
C -1.08 -4.91 0.07
H 3.27 -3.25 2.14
H 2.62 -3.77 0.58
H 1.53 -3.15 1.83
H 4.88 -1.74 0.91
H 4.24 -0.46 -0.14
H 4.17 -2.15 -0.66
H 3.35 -0.69 2.67
H 1.59 -0.71 2.46
H 2.58 0.42 1.53
H -0.07 -2.91 -2.57
H -0.62 -4.59 -2.63
H 0.85 -4.18 -1.73
H -2.30 -2.12 -1.59
H -2.94 -2.92 -0.15
H -2.91 -3.78 -1.69
H -0.09 -5.28 0.32
H -1.61 -5.67 -0.51
H -1.63 -4.72 0.99
*
```

[6]
This record from the Open Molecules 2025 dataset describes a cluster of 2 separate species, C3H8NO in total. The level of theory is the ωB97M-V functional and the def2-TZVPD basis.

Output
calculated total energy	-249.06810	Eh
HOMO level	-0.0742	Eh
energy above the lowest of the compared OMol25 structures with the same formula, charge and spin	48.6	kJ/mol
lowest unoccupied orbital energy	4.2	eV
molar mass	74.1	g/mol
gap between HOMO and LUMO	6.223	eV

```
! wB97M-V def2-TZVPD RIJCOSX def2/J DEFGRID3
* xyz -1 1
C 1.76 1.77 0.30
O 1.17 1.40 -0.92
H 1.86 2.86 0.35
H 1.18 1.47 1.17
H 2.78 1.38 0.43
C -2.21 -1.00 0.75
C -1.01 -1.50 0.35
N -0.17 -0.99 -0.58
H -2.58 -0.03 0.45
H -2.81 -1.56 1.46
H -0.77 -2.47 0.82
H 0.73 -1.45 -0.42
H 0.71 0.52 -0.77
*
```

[7]
This record from the Open Molecules 2025 dataset describes the ion C3BrClO4 with charge -2. The level of theory is the ωB97M-V functional and the def2-TZVPD basis.

Output
calculated total energy	-3449.50736	Eh
HOMO level	-0.0195	Eh
SMILES	O=C([O-])C(Cl)(Br)C(=O)[O-]
energy above the lowest of the compared OMol25 structures with the same formula, charge and spin	20.7	kJ/mol
lowest unoccupied orbital energy	5.7	eV
molar mass	215.4	g/mol
gap between HOMO and LUMO	6.234	eV

```
! wB97M-V def2-TZVPD RIJCOSX def2/J DEFGRID3
* xyz -2 1
O -1.17 -1.29 -1.37
C -0.36 -1.36 -0.43
O 0.02 -2.22 0.34
C 0.43 0.07 -0.29
Cl 0.60 0.92 -1.70
Br 2.36 -0.16 0.49
C -0.43 1.12 0.79
O -0.96 2.06 0.23
O -0.49 0.85 1.96
*
```

[8]
This record from the Open Molecules 2025 dataset describes the molecule C3H7NO2. The level of theory is the ωB97M-V functional and the def2-TZVPD basis.

Output
calculated total energy	-323.69954	Eh
HOMO level	-0.3672	Eh
SMILES	CNCC(=O)O
energy above the lowest of the compared OMol25 structures with the same formula, charge and spin	213.8	kJ/mol
lowest unoccupied orbital energy	0.7	eV
molar mass	89.1	g/mol
gap between HOMO and LUMO	10.678	eV

```
! wB97M-V def2-TZVPD RIJCOSX def2/J DEFGRID3
* xyz 0 1
C 0.44 -1.78 0.99
N 0.71 -0.75 -0.28
C -0.44 0.12 -0.28
C -0.15 1.51 -0.89
O 0.91 2.09 -0.65
O -1.25 2.12 -1.49
H 1.46 -2.20 1.26
H 0.08 -1.52 2.05
H -0.34 -2.47 0.58
H 1.51 -0.25 0.26
H -1.26 -0.33 -0.83
H -0.67 0.38 0.82
H -0.99 3.06 -1.55
*
```

[9]
This record from the Open Molecules 2025 dataset describes the molecule C3H10N4S. The level of theory is the ωB97M-V functional and the def2-TZVPD basis.

Output
calculated total energy	-737.46400	Eh
HOMO level	-0.2916	Eh
SMILES	CCN/C(=N\S)NN
energy above the lowest of the compared OMol25 structures with the same formula, charge and spin	33.3	kJ/mol
lowest unoccupied orbital energy	0.8	eV
molar mass	134.2	g/mol
gap between HOMO and LUMO	8.746	eV

```
! wB97M-V def2-TZVPD RIJCOSX def2/J DEFGRID3
* xyz 0 1
C -0.42 -0.36 -2.35
C -1.15 0.64 -1.45
N -1.08 0.24 -0.03
C 0.24 0.30 0.50
N 0.99 -0.68 0.78
S 0.51 -2.28 0.53
N 0.79 1.59 0.66
N -0.12 2.57 1.15
H -0.53 -0.03 -3.39
H -0.89 -1.33 -2.28
H 0.63 -0.44 -2.09
H -0.70 1.66 -1.58
H -2.23 0.68 -1.72
H -1.61 0.93 0.49
H -0.78 -2.07 0.18
H 1.70 1.54 1.12
H 0.11 3.46 0.70
H -0.02 2.66 2.13
*
```

[10]
This record from the Open Molecules 2025 dataset describes a cluster of 9 separate species, C57H52N10O18 in total. The level of theory is the ωB97M-V functional and the def2-TZVPD basis.

Output
calculated total energy	-4104.37228	Eh
HOMO level	-0.3283	Eh
SMILES	O=[N+]([O-])c1ccccc1.O=[N+]([O-])c1ccccc1.O=[N+]([O-])c1ccccc1.O=[N+]([O-])c1ccccc1.O=[N+]([O-])c1ccccc1.O=[N+]([O-])c1ccccc1.O=[N+]([O-])c1ccccc1.O=[N+]([O-])c1ccccc1.CCNC(=O)OCc1ccccn1
lowest unoccupied orbital energy	-1.1	eV
molar mass	1165.1	g/mol
gap between HOMO and LUMO	7.809	eV

```
! wB97M-V def2-TZVPD RIJCOSX def2/J DEFGRID3
* xyz 0 1
O -1.86 4.39 -2.91
N -0.81 3.86 -3.22
O 0.25 4.46 -3.35
C -0.81 2.42 -3.46
C -2.01 1.71 -3.36
C -2.01 0.35 -3.61
C -0.83 -0.30 -3.95
C 0.36 0.41 -4.04
C 0.37 1.78 -3.80
H -2.93 2.21 -3.10
H -2.93 -0.21 -3.54
H -0.84 -1.38 -4.15
H 1.28 -0.10 -4.31
H 1.30 2.32 -3.87
O -3.92 -0.63 -1.85
N -3.30 -1.26 -1.02
O -2.87 -2.39 -1.18
C -3.04 -0.61 0.27
C -3.53 0.66 0.51
C -3.30 1.26 1.74
C -2.57 0.59 2.71
C -2.07 -0.68 2.46
C -2.30 -1.29 1.23
H -4.10 1.19 -0.25
H -3.69 2.25 1.94
H -2.39 1.06 3.67
H -1.49 -1.20 3.22
H -1.91 -2.28 1.04
O -1.46 -2.99 -4.67
N -0.41 -3.53 -4.97
O 0.65 -2.95 -5.10
C -0.42 -4.98 -5.20
C -1.62 -5.68 -5.10
C -1.63 -7.04 -5.33
C -0.45 -7.70 -5.67
C 0.74 -7.00 -5.76
C 0.76 -5.63 -5.52
H -2.54 -5.17 -4.84
H -2.56 -7.60 -5.26
H -0.46 -8.77 -5.86
H 1.66 -7.51 -6.02
H 1.70 -5.09 -5.60
O -2.11 3.42 4.07
N -1.86 4.61 4.03
O -0.73 5.07 4.05
C -2.98 5.55 3.95
C -4.28 5.05 3.97
C -5.35 5.95 3.92
C -5.11 7.31 3.85
C -3.80 7.79 3.83
C -2.73 6.91 3.88
H -4.48 3.99 4.02
H -6.36 5.57 3.93
H -5.94 8.01 3.82
H -3.62 8.86 3.78
H -1.72 7.29 3.87
O -7.61 1.12 5.33
N -6.57 0.59 4.99
O -5.51 1.18 4.83
C -6.58 -0.86 4.76
C -7.77 -1.56 4.90
C -7.79 -2.93 4.66
C -6.62 -3.58 4.29
C -5.43 -2.87 4.16
C -5.41 -1.50 4.40
H -8.69 -1.06 5.19
H -8.71 -3.48 4.76
H -6.64 -4.65 4.09
H -4.52 -3.38 3.87
H -4.48 -0.96 4.29
O 4.62 -3.36 -8.04
N 4.90 -2.17 -8.07
O 6.03 -1.73 -7.99
C 3.79 -1.21 -8.19
C 2.49 -1.68 -8.24
C 1.44 -0.77 -8.33
C 1.71 0.59 -8.37
C 3.02 1.05 -8.33
C 4.07 0.15 -8.24
H 2.27 -2.74 -8.20
H 0.42 -1.13 -8.36
H 0.89 1.30 -8.44
H 3.22 2.11 -8.37
H 5.09 0.51 -8.21
O 0.11 -5.22 3.46
N 0.04 -4.73 2.35
O 0.27 -3.56 2.09
C -0.35 -5.60 1.23
C -0.66 -6.93 1.48
C -1.05 -7.74 0.43
C -1.13 -7.22 -0.86
C -0.81 -5.89 -1.10
C -0.42 -5.07 -0.05
H -0.60 -7.34 2.48
H -1.30 -8.78 0.61
H -1.45 -7.86 -1.68
H -0.87 -5.49 -2.11
H -0.18 -4.04 -0.25
O 5.35 0.38 1.05
N 6.01 -0.55 1.46
O 6.99 -1.01 0.89
C 5.60 -1.18 2.71
C 4.47 -0.72 3.37
C 4.06 -1.33 4.55
C 4.79 -2.40 5.06
C 5.93 -2.85 4.40
C 6.33 -2.24 3.22
H 3.89 0.11 2.98
H 3.18 -0.98 5.06
H 4.47 -2.88 5.98
H 6.49 -3.68 4.81
H 7.22 -2.60 2.72
C 6.87 3.29 1.59
C 5.78 4.19 2.28
N 6.03 5.67 2.09
C 4.80 6.33 2.45
O 4.33 7.11 1.64
O 4.20 6.12 3.67
C 2.78 6.32 3.62
C 2.13 5.24 2.65
C 1.21 5.78 1.67
C 0.63 4.80 0.73
C 1.11 3.43 0.98
C 2.01 3.05 2.03
N 2.53 3.98 2.88
H 6.33 2.37 1.22
H 7.62 2.89 2.34
H 7.36 3.75 0.70
H 4.82 3.98 1.75
H 5.72 4.01 3.38
H 6.10 5.79 1.07
H 2.48 7.36 3.36
H 2.32 6.10 4.63
H 0.95 6.86 1.59
H -0.08 5.07 -0.08
H 0.74 2.63 0.30
H 2.33 1.99 2.16
*
```

[11]
This record from the Open Molecules 2025 dataset describes a structure of composition C15H10BrNPdS3. The level of theory is the ωB97M-V functional and the def2-TZVPD basis.

Output
calculated total energy	-4528.72242	Eh
HOMO level	-0.3109	Eh
lowest unoccupied orbital energy	-2.2	eV
molar mass	486.8	g/mol
gap between HOMO and LUMO	6.225	eV

```
! wB97M-V def2-TZVPD RIJCOSX def2/J DEFGRID3
* xyz 0 1
Pd -0.75 -1.11 0.31
S -3.74 -2.18 3.45
C -2.60 -1.95 2.31
S -1.01 -1.26 2.56
S -2.76 -2.16 0.59
Br -2.80 5.15 -0.42
C -2.17 3.40 -0.03
C -2.17 2.96 1.28
C -1.71 1.68 1.57
C -1.26 0.85 0.55
C -1.27 1.32 -0.76
C -1.73 2.60 -1.06
H -2.52 3.60 2.07
H -1.72 1.34 2.60
H -0.93 0.70 -1.58
H -1.74 2.96 -2.08
C -0.02 -2.87 -0.70
C 1.13 -2.01 -0.75
C 1.98 -1.85 0.38
C 3.03 -0.95 0.36
C 3.26 -0.16 -0.76
C 2.41 -0.26 -1.87
C 1.36 -1.15 -1.86
C 4.34 0.76 -0.78
N 5.22 1.50 -0.80
H -0.03 -3.68 0.01
H -0.54 -3.07 -1.63
H 1.80 -2.46 1.25
H 3.67 -0.85 1.23
H 2.58 0.37 -2.73
H 0.71 -1.22 -2.72
*
```

[12]
This record from the Open Molecules 2025 dataset describes a cluster of 3 separate species, C3H9N3O6 in total. The level of theory is the ωB97M-V functional and the def2-TZVPD basis.

Output
calculated total energy	-735.10265	Eh
HOMO level	-0.4076	Eh
SMILES	C[N+](=O)[O-].C[N+](=O)[O-].C[N+](=O)[O-]
energy above the lowest of the compared OMol25 structures with the same formula, charge and spin	62.6	kJ/mol
lowest unoccupied orbital energy	-0.1	eV
molar mass	183.1	g/mol
gap between HOMO and LUMO	10.977	eV

```
! wB97M-V def2-TZVPD RIJCOSX def2/J DEFGRID3
* xyz 0 1
C -0.89 0.55 -0.88
N -0.88 1.92 -0.24
O -1.90 2.27 0.42
O 0.03 2.66 -0.59
H -0.39 -0.12 -0.18
H -0.41 0.54 -1.85
H -1.94 0.25 -0.92
C -2.02 -2.62 2.02
N -3.40 -2.18 1.65
O -3.51 -1.36 0.73
O -4.30 -2.73 2.26
H -2.02 -2.40 3.09
H -1.22 -2.04 1.57
H -1.91 -3.70 1.90
C 3.82 1.87 -1.40
N 3.08 0.59 -1.04
O 2.13 0.21 -1.72
O 3.60 -0.19 -0.28
H 3.13 2.68 -1.60
H 4.42 1.71 -2.31
H 4.56 2.09 -0.63
*
```